Density functional theory data (ωB97M-V with the def2-TZVPD basis set) for a molecular structure, C35H49BClN7O4PS2W.

Geometry (Å):
W1 -0.50948 0.43028 -0.71117
C1 0.05181 3.96372 0.46482
C2 -1.41517 4.28797 0.24479
C3 -2.13507 4.43829 1.59039
C4 -2.19813 3.40120 -0.70447
C5 -3.32419 3.90133 -1.37070
C6 -3.76935 2.87981 -2.17353
N1 -2.96220 1.83409 -1.99785
N2 -1.99522 2.12836 -1.09037
B1 -3.06133 0.46368 -2.69993
N3 -1.79480 0.15578 -3.50324
C7 -1.69434 0.18111 -4.83517
C8 -0.42456 -0.21753 -5.17231
C9 0.22450 -0.49527 -3.96125
N4 -0.62176 -0.26044 -2.94630
C10 1.60942 -1.10615 -3.94447
C11 2.61580 -0.59433 -2.89998
C12 1.49238 -2.64177 -3.94049
N5 -3.24443 -0.61443 -1.62388
C13 -4.32434 -1.35456 -1.39066
C14 -4.09408 -2.12302 -0.27140
C15 -2.80180 -1.80056 0.15033
N6 -2.29483 -0.86842 -0.68707
C16 -2.10392 -2.46995 1.30787
C17 -1.86155 -3.94389 0.96119
C18 -2.92735 -2.39468 2.59765
H1 0.47273 4.66371 1.19156
H2 0.18854 2.96153 0.86396
H3 0.62673 4.04318 -0.45368
H4 -1.45583 5.26432 -0.24480
H5 -1.95995 3.56245 2.21900
H6 -1.74396 5.31010 2.11891
H7 -3.21339 4.56436 1.46820
H8 -3.72880 4.89719 -1.27943
H9 -4.58814 2.82700 -2.87465
H10 -4.01589 0.47455 -3.43154
H11 -2.53513 0.47618 -5.44455
H12 -0.00774 -0.32412 -6.16145
H13 2.00504 -0.83668 -4.92422
H14 2.14174 -0.27879 -1.97892
H15 3.31575 -1.39226 -2.63928
H16 3.18857 0.25197 -3.28432
H17 1.16430 -3.00396 -2.96807
H18 0.78247 -2.98401 -4.69792
H19 2.46810 -3.08385 -4.15895
H20 -5.17728 -1.28973 -2.04883
H21 -4.75732 -2.84723 0.17376
H22 -1.14769 -1.98743 1.48113
H23 -2.81721 -4.45673 0.81289
H24 -1.25996 -4.04769 0.06097
H25 -1.33225 -4.43183 1.78244
H26 -3.91997 -2.83591 2.46351
H27 -2.41359 -2.95589 3.37999
H28 -3.05619 -1.37198 2.94542
C19 3.38782 -5.62465 0.81632
C20 2.28629 -4.94502 1.59921
O1 1.56523 -4.04514 0.73357
P1 1.69981 -2.45728 0.87316
S1 0.49415 -1.92040 -0.67382
S2 1.43426 -1.79515 2.68558
O2 3.20380 -2.26161 0.36192
C21 3.98442 -1.08206 0.65038
C22 5.36125 -1.51444 1.09261
H29 3.94977 -6.29316 1.47374
H30 4.07066 -4.88144 0.40382
H31 2.97508 -6.21087 -0.00549
H32 2.67947 -4.40286 2.45733
H33 1.55427 -5.66472 1.96332
H34 3.49391 -0.50036 1.42931
H35 4.02247 -0.47628 -0.25627
H36 5.30920 -2.02018 2.05900
H37 6.00571 -0.63754 1.19098
H38 5.80768 -2.19418 0.36445
Cl1 6.09312 3.96909 0.00721
C23 4.58417 3.08848 0.10916
C24 4.23056 2.48870 1.31582
C25 3.05035 1.74896 1.37439
C26 2.23545 1.60679 0.26418
O3 1.18886 0.76889 0.33064
C27 2.54487 2.30417 -0.93014
C28 1.62229 2.32928 -1.97251
O4 0.39522 1.83370 -1.89904
C29 3.77431 3.00665 -0.99637
H39 4.87236 2.58150 2.18166
H40 2.78023 1.22901 2.28822
H41 1.85240 2.84664 -2.89926
H42 4.05207 3.50767 -1.91685
C30 -2.91897 1.62526 5.23307
C31 -2.35574 1.33821 3.87312
C32 -3.15739 1.27698 2.73975
C33 -2.59950 0.99833 1.51262
N7 -1.28541 0.78791 1.32912
C34 -0.50791 0.85073 2.41801
C35 -1.00306 1.11396 3.68129
H43 -3.98415 1.84728 5.18684
H44 -2.40595 2.47378 5.68828
H45 -2.77404 0.76602 5.89121
H46 -4.22623 1.44138 2.80100
H47 -3.23191 0.95578 0.64160
H48 0.53789 0.65961 2.25043
H49 -0.30888 1.13354 4.51351

HOMO-LUMO gap (spin up / spin down), eV: 5.53 / 7.36
Spin multiplicity: 4
E_HOMO (spin up / spin down), eV: -5.50 / -7.77
E_tot, eV: -101701.14535
Strongest force on any atom, eV Å⁻¹: 2.09